Entry 1:
This record from the OMol25 dataset describes 2 unconnected molecules or ions with the total composition C2H3N4. The level of theory is ωB97M-V/def2-TZVPD.

**Highest occupied orbital energy**: -3.186 eV
**Kohn-Sham gap**: 7.29 eV
**Net charge**: -1

Each line ends with the Löwdin charge.
Geometry (Å):
C (-0.9673, 0.6793, 1.3843)  -0.37
C (-0.1699, 0.0634, 0.4216)  -0.17
N (1.5964, -1.8149, 0.3395)  -0.07
N (-1.4540, 1.0400, 2.3696)  0.08
N (2.1069, -2.2035, -0.6186)  -0.59
N (2.6731, -2.6652, -1.4951)  -0.08
H (0.6578, 0.6890, 0.2126)  0.05
H (0.2547, -0.9778, 0.8128)  0.04
H (-0.7483, 0.0815, -0.6022)  0.11

Cartesian forces (eV/Å) of the 2 atoms listed first:
C -0.9 0.7 2.7
C -1.2 -1.4 -2.5

***

Entry 2:
This record from the OMol25 dataset describes a gas-phase ion, C4H11N2O (charge -1). The level of theory is ωB97M-V/def2-TZVPD.

**Highest occupied orbital energy**: -2.103 eV
**Kohn-Sham gap**: 5.88 eV
**Net charge**: -1

Each line ends with the Löwdin charge.
Geometry (Å):
N (-2.5740, -0.2075, -1.2504)  -0.02
C (-1.2101, -0.7685, -1.4848)  -0.34
N (-0.2322, -0.6169, -0.4691)  -0.09
C (0.1115, 0.7604, -0.1329)  -0.26
C (1.1767, 0.8870, 1.0018)  -0.19
C (1.9470, -0.4480, 1.3607)  -0.58
O (2.9972, -0.2210, 2.1673)  -0.39
H (-2.7653, -0.2936, -0.2535)  0.05
H (-2.5708, 0.7994, -1.4012)  0.04
H (-0.8321, -0.3019, -2.4011)  0.11
H (-1.3719, -1.8215, -1.6404)  0.09
H (-0.4174, -1.1438, 0.3750)  0.10
H (-0.7781, 1.3140, 0.1968)  0.08
H (0.4999, 1.2482, -1.0321)  0.10
H (1.9912, 1.5775, 0.8274)  0.08
H (0.6182, 1.1947, 1.8924)  0.08
H (1.1803, -1.0956, 1.8650)  0.07
H (2.2300, -0.8629, 0.3791)  0.07

Cartesian forces (eV/Å) of the 2 atoms listed first:
N 0.1 0.4 0.2
C -0.6 0.4 0.1

***

Entry 3:
This record from the OMol25 dataset describes a molecular structure, C21H12F12NO3Tc. The level of theory is ωB97M-V/def2-TZVPD.

**Highest occupied orbital energy (spin up / spin down)**: -23.039 / -23.034 eV
**Kohn-Sham gap (spin up / spin down)**: 5.91 / 5.91 eV
**Net charge**: +4

Each line ends with the Löwdin charge.
Geometry (Å):
Tc (-0.4769, -0.0478, -0.0389)  1.88
C (1.4769, -5.8123, 3.1280)  0.03
C (1.5091, -4.4761, 2.4668)  -0.16
C (2.3582, -3.4434, 2.9183)  0.20
C (2.4356, -2.1306, 2.3534)  0.10
C (1.7014, -1.8195, 1.2606)  -0.14
N (1.5699, -0.5385, 0.6982)  0.10
C (2.6119, 0.2571, 0.6464)  -0.08
C (3.9657, -0.3220, 0.4817)  0.09
C (5.0568, 0.4513, 0.4342)  0.09
C (4.9401, 1.8834, 0.6042)  -0.05
C (6.0838, 2.7371, 0.5288)  0.07
C (3.6092, 2.4615, 0.8136)  0.14
C (2.4912, 1.7232, 0.7626)  -0.01
C (1.1296, 2.3225, 0.9883)  -0.20
O (0.1816, 1.5601, 0.2638)  -0.19
C (0.9804, 3.7957, 0.4320)  -0.59
F (-0.2892, 4.0706, 0.2758)  0.25
F (1.6040, 3.8671, -0.7350)  0.22
F (1.5459, 4.6188, 1.2937)  0.24
C (0.7354, 2.2442, 2.5090)  -0.57
F (0.5188, 0.9258, 2.7697)  0.14
F (1.7313, 2.6560, 3.2540)  0.25
F (-0.3629, 2.8999, 2.7507)  0.27
C (0.7850, -2.8421, 0.7781)  -0.19
C (0.7603, -4.1764, 1.3523)  0.21
C (-1.9461, -2.1962, 0.1954)  -0.18
O (-2.0758, -0.7705, 0.3660)  -0.09
C (-2.6365, -2.9688, 1.3513)  -0.58
F (-2.3075, -4.2463, 1.2137)  0.23
F (-3.9218, -2.7899, 1.3202)  0.29
F (-2.1201, -2.5080, 2.4901)  0.21
C (-2.3891, -2.4788, -1.2627)  -0.55
F (-1.5802, -1.5764, -1.9507)  0.12
F (-2.0713, -3.6861, -1.6272)  0.28
F (-3.6273, -2.1844, -1.4719)  0.31
H (2.3997, -6.0326, 3.6596)  0.12
H (1.2570, -6.6102, 2.4214)  0.12
H (0.6735, -5.8397, 3.8713)  0.13
H (3.0042, -3.6611, 3.7663)  0.17
H (3.0316, -1.3760, 2.8558)  0.16
H (4.0565, -1.3821, 0.2819)  0.15
H (6.0292, 0.0186, 0.2279)  0.17
H (7.0385, 2.2418, 0.3904)  0.13
H (6.1027, 3.4349, 1.3938)  0.18
H (5.9298, 3.5072, -0.2639)  0.19
H (3.5550, 3.5264, 1.0137)  0.16
H (0.1713, -4.9377, 0.8468)  0.18
O (0.4286, -2.7175, -0.6384)  0.22
C (-0.4290, -2.1802, 0.2197)  -0.22

Cartesian forces (eV/Å) of the 2 atoms listed first:
Tc 0.0 -1.4 -0.5
C -0.2 -0.1 0.1

***

Entry 4:
This record from the OMol25 dataset describes a molecular structure, C50H51AsCsIN5O6PS2Se. The level of theory is ωB97M-V/def2-TZVPD.

**Highest occupied orbital energy**: -2.001 eV
**Kohn-Sham gap**: 5.45 eV
**Net charge**: -2

Each line ends with the Löwdin charge.
Geometry (Å):
Cs (0.9188, -2.0023, 1.5838)  1.04
C (-3.2210, -4.0046, 3.4529)  -0.03
C (-3.7872, -2.7239, 2.9196)  -0.28
N (-5.0857, -2.6064, 2.7891)  0.09
C (-5.5878, -1.4514, 2.2962)  -0.15
C (-4.8049, -0.3723, 1.9662)  -0.19
C (-5.4623, 0.8803, 1.4529)  -0.22
O (-5.3962, 1.9902, 2.3536)  -0.06
C (-3.4082, -0.4483, 2.1547)  -0.10
C (-2.6009, 0.7365, 1.8460)  -0.10
N (-1.5901, 1.2695, 2.4178)  0.09
C (-1.0421, 0.8095, 3.6211)  -0.34
C (-1.8316, 0.3944, 4.6986)  -0.02
C (-1.2662, 0.0160, 5.8997)  -0.08
C (0.1154, 0.0361, 6.0592)  -0.11
C (0.9133, 0.4677, 5.0140)  -0.18
C (0.3377, 0.8834, 3.8184)  -0.64
I (1.6313, 1.5997, 2.3330)  1.02
C (-2.8352, -1.6850, 2.5677)  -0.40
O (-1.5945, -1.9070, 2.6175)  -0.28
H (-4.0328, -4.6730, 3.7359)  0.07
H (-2.5706, -3.8109, 4.3091)  0.08
H (-2.5935, -4.4867, 2.6998)  0.06
H (-6.6660, -1.4014, 2.1842)  0.09
H (-6.5240, 0.6889, 1.2987)  0.11
H (-5.0380, 1.1699, 0.4830)  0.11
H (-4.4754, 2.0983, 2.6182)  0.06
H (-2.9458, 1.3082, 0.9765)  0.11
H (-2.9049, 0.3555, 4.5637)  0.12
H (-1.9066, -0.3115, 6.7098)  0.10
H (0.5717, -0.2772, 6.9903)  0.09
H (1.9894, 0.4791, 5.1170)  0.08
Se (4.8951, -3.6695, 1.9198)  1.26
N (4.9410, -4.7699, 3.2812)  -0.23
C (3.9882, -4.3577, 4.1206)  -0.40
C (3.6101, -4.9976, 5.3273)  -0.02
C (2.6151, -4.4275, 6.0586)  -0.07
C (1.9959, -3.2236, 5.6039)  -0.15
N (2.3092, -2.5909, 4.5108)  0.10
C (3.3014, -3.1535, 3.7525)  -0.50
N (3.6914, -2.6025, 2.6027)  -0.28
H (4.1054, -5.9139, 5.6225)  0.11
H (2.2687, -4.8731, 6.9823)  0.09
H (1.1949, -2.7881, 6.1957)  0.10
C (-4.1894, 5.9599, -2.8646)  -0.06
C (-3.5360, 4.6439, -2.5387)  -0.27
C (-3.9361, 3.4719, -3.1654)  -0.02
C (-3.3319, 2.2547, -2.8786)  -0.20
C (-3.8261, 1.0235, -3.6050)  -0.05
C (-2.2949, 2.2095, -1.9330)  -0.10
C (-1.6628, 0.8899, -1.6650)  -0.22
O (-0.7204, 0.6705, -0.9501)  0.00
C (-1.8736, 3.3862, -1.2836)  -0.18
C (-0.7677, 3.4067, -0.2697)  -0.06
C (-2.5095, 4.5797, -1.6071)  -0.01
H (-5.0751, 5.8183, -3.4839)  0.07
H (-3.5007, 6.6128, -3.4057)  0.08
H (-4.4878, 6.4829, -1.9547)  0.08
H (-4.7393, 3.5034, -3.8944)  0.11
H (-4.6112, 1.3026, -4.3075)  0.07
H (-4.2394, 0.2826, -2.9188)  0.08
H (-3.0306, 0.5342, -4.1682)  0.09
H (-2.1253, 0.0428, -2.2045)  0.09
H (-0.9559, 2.7494, 0.5787)  0.04
H (-0.6223, 4.4217, 0.1038)  0.08
H (0.1632, 3.0464, -0.7100)  0.03
H (-2.1887, 5.4870, -1.1048)  0.12
C (-1.1736, -4.5037, -0.2424)  -0.31
As (-1.3799, -2.6125, -0.7182)  1.02
C (-1.0138, -2.8266, -2.6321)  -0.31
C (-3.3526, -2.5929, -0.8530)  -0.32
H (-1.9857, -5.1012, -0.6622)  0.02
H (-1.1674, -4.6208, 0.8434)  0.00
H (-0.2196, -4.8514, -0.6435)  -0.02
H (-1.7418, -3.4918, -3.1023)  0.02
H (-0.0177, -3.2609, -2.7257)  -0.03
H (-1.0292, -1.8555, -3.1312)  0.00
H (-3.6948, -3.2323, -1.6702)  0.01
H (-3.6976, -1.5702, -1.0258)  -0.01
H (-3.7924, -2.9368, 0.0847)  0.01
C (3.4275, 5.6167, -4.0665)  -0.11
C (4.4394, 4.7518, -3.6658)  -0.09
C (4.1257, 3.5563, -3.0358)  -0.10
C (2.7981, 3.2078, -2.7889)  -0.39
C (1.7931, 4.0899, -3.1852)  -0.10
C (2.1026, 5.2826, -3.8275)  -0.10
P (2.2467, 1.6386, -2.0081)  1.14
C (2.4395, 0.4671, -3.3999)  -0.35
C (2.8516, 0.8345, -4.6821)  -0.10
C (2.9729, -0.1289, -5.6734)  -0.11
C (2.7163, -1.4635, -5.3881)  -0.09
C (2.3067, -1.8429, -4.1178)  -0.06
C (2.1342, -0.8749, -3.1387)  -0.10
C (3.6655, 1.2557, -0.9050)  -0.38
C (4.0870, 2.2429, -0.0083)  -0.20
C (5.0496, 1.9715, 0.9532)  -0.14
C (5.5993, 0.7001, 1.0462)  -0.09
C (5.1756, -0.2885, 0.1708)  -0.07
C (4.2169, -0.0214, -0.7975)  -0.06
H (3.6730, 6.5496, -4.5598)  0.09
H (5.4759, 5.0082, -3.8503)  0.10
H (4.9158, 2.8804, -2.7300)  0.11
H (0.7574, 3.8361, -2.9850)  0.09
H (1.3072, 5.9525, -4.1316)  0.10
H (3.0829, 1.8677, -4.9094)  0.09
H (3.2890, 0.1646, -6.6687)  0.09
H (2.8437, -2.2173, -6.1565)  0.10
H (2.1388, -2.8860, -3.8687)  0.04
H (1.8132, -1.1762, -2.1396)  0.09
H (3.6507, 3.2362, -0.0605)  0.10
H (5.3543, 2.7511, 1.6418)  0.10
H (6.3365, 0.4774, 1.8082)  0.10
H (5.5741, -1.2938, 0.2227)  0.07
H (3.9130, -0.8461, -1.4264)  0.08
O (4.1028, -3.3467, -1.1229)  -0.50
S (2.8101, -4.0020, -0.8236)  -0.07
O (2.9251, -4.8394, 0.3946)  -0.56
O (1.7913, -2.9269, -0.5800)  -0.84
S (2.2013, -5.1618, -2.3524)  0.14

Cartesian forces (eV/Å) of the 2 atoms listed first:
Cs 0.0 0.7 1.3
C 0.0 0.0 0.0

***

Entry 5:
This record from the OMol25 dataset describes a single C7H6O molecule. The level of theory is ωB97M-V/def2-TZVPD.

**Highest occupied orbital energy**: -9.147 eV
**Kohn-Sham gap**: 9.73 eV

Each line ends with the Löwdin charge.
Geometry (Å):
C (-0.2349, -3.0361, 0.7625)  0.15
C (0.1097, -1.9155, 0.0801)  0.02
C (0.0763, -0.4060, 0.1541)  -0.52
C (-1.0181, 0.2788, -0.8044)  0.01
C (-0.4550, 1.3317, 0.1944)  -0.39
C (0.9382, 1.6751, -0.0583)  -0.04
C (1.4360, 0.4023, -0.0747)  0.02
H (-0.7070, -3.9796, 0.9887)  0.01
H (-0.7115, 0.4945, -1.9684)  0.16
H (-2.1308, 0.0587, -0.8114)  0.13
H (-1.1961, 2.1214, 0.4852)  0.16
H (1.6699, 2.5955, 0.0723)  0.15
H (2.5444, 0.0116, -0.2135)  0.15
O (-0.3210, 0.3675, 1.1934)  -0.01

Cartesian forces (eV/Å) of the 2 atoms listed first:
C 2.1 7.5 -5.0
C -2.8 -6.4 6.5

***

The calculation returns the following energy relative to the best compared isomer or geometry (same formula, charge and spin) values, one per record and in order: 38.0 34.5 52.1 17.2 148.5 kcal per mole.